# 1
Entry from the OMol25 dataset: 10 unconnected molecules or ions with the total composition C17H50N3O12P (ωB97M-V/def2-TZVPD).

Each atom is followed by the atoms it is bonded to, with distances in Å.
Element x y z (Å)
1 C 5.9333 -0.2135 0.3125  C2 1.523, H16 1.071, H17 1.078, H18 1.079
2 C 5.2285 1.1076 0.5895  C1 1.523, C3 1.518, H19 1.084, H20 1.078
3 C 4.0633 1.3482 -0.3532  C2 1.518, N4 1.453, H21 1.087, H22 1.082
4 N 3.3377 2.5309 0.0781  C3 1.453, C5 1.432, H23 1.006
5 C 1.9174 2.4968 -0.0998  N4 1.432, C6 1.448, C8 1.553, H24 1.075
6 C 1.5931 2.4279 -1.5092  C5 1.448, N7 1.165
7 N 1.2089 2.4389 -2.6088  C6 1.165
8 C 1.1677 1.3980 0.7023  C5 1.553, C9 1.455, C11 1.542, H25 1.075
9 C 0.8546 1.9910 1.9931  C8 1.455, N10 1.165
10 N 0.5495 2.5048 2.9931  C9 1.165
11 C -0.1655 0.9202 0.0930  C8 1.542, P12 1.817, H26 1.081, H27 1.073
12 P -0.0823 -0.6312 -0.8495  C11 1.817, O13 1.458, O14 1.595, O15 1.580
13 O -0.5865 -0.5130 -2.2129  P12 1.458
14 O 1.4117 -1.1890 -0.8435  P12 1.595, H28 0.961
15 O -0.9296 -1.7246 -0.0866  P12 1.580, H29 0.971
16 H 6.9993 -0.1081 0.3238  C1 1.071
17 H 5.6237 -0.5932 -0.6475  C1 1.078
18 H 5.6647 -0.9680 1.0350  C1 1.079
19 H 4.8501 1.1446 1.6042  C2 1.084
20 H 5.9146 1.9278 0.4550  C2 1.078
21 H 3.4485 0.4547 -0.4220  C3 1.087
22 H 4.5081 1.4903 -1.3288  C3 1.082
23 H 3.5894 2.8142 1.0100  N4 1.006
24 H 1.5431 3.4418 0.2504  C5 1.075
25 H 1.8109 0.5654 0.9238  C8 1.075
26 H -0.8228 0.7078 0.9241  C11 1.081
27 H -0.6706 1.6687 -0.4868  C11 1.073
28 H 1.8658 -0.8176 -1.6051  O14 0.961
29 H -0.7334 -1.7042 0.8641  O15 0.971
30 C 1.7068 3.2699 6.5481  O31 1.423, H32 1.086, H33 1.094, H34 1.093
31 O 2.1323 2.0561 5.9396  C30 1.423, H35 0.960
32 H 2.4915 3.5936 7.2263  C30 1.086
33 H 1.5450 4.0483 5.7971  C30 1.094
34 H 0.7852 3.1206 7.1173  C30 1.093
35 H 1.4361 1.7770 5.3406  O31 0.960
36 C 1.3037 6.1570 1.8718  O37 1.422, H38 1.086, H39 1.093, H40 1.093
37 O 2.0168 5.6479 2.9914  C36 1.422, H41 0.961
38 H 1.8855 6.9714 1.4493  C36 1.086
39 H 1.1677 5.3888 1.1061  C36 1.093
40 H 0.3244 6.5390 2.1712  C36 1.093
41 H 1.5026 4.9266 3.3643  O37 0.961
42 C -1.8514 -2.7490 3.5468  O43 1.433, H44 1.086, H45 1.091, H46 1.091
43 O -0.7599 -2.3633 2.7028  C42 1.433, H47 0.961
44 H -2.4703 -1.8718 3.7094  C42 1.086
45 H -2.4504 -3.5261 3.0704  C42 1.091
46 H -1.4799 -3.1088 4.5074  C42 1.091
47 H -0.2130 -3.1409 2.5615  O43 0.961
48 C -2.5608 -3.0134 -3.7375  O49 1.425, H50 1.088, H51 1.093, H52 1.091
49 O -1.9121 -3.5184 -2.5742  C48 1.425, H53 0.960
50 H -3.0456 -3.8482 -4.2384  C48 1.088
51 H -3.3172 -2.2726 -3.4657  C48 1.093
52 H -1.8333 -2.5616 -4.4139  C48 1.091
53 H -1.4855 -2.7819 -2.1296  O49 0.960
54 C 6.2284 2.5455 -4.2375  O55 1.427, H56 1.086, H57 1.093, H58 1.093
55 O 6.8980 2.0965 -3.0595  C54 1.427, H59 0.959
56 H 5.7894 1.6767 -4.7194  C54 1.086
57 H 5.4330 3.2531 -3.9894  C54 1.093
58 H 6.9308 3.0172 -4.9290  C54 1.093
59 H 7.2850 2.8652 -2.6369  O55 0.959
60 C -3.9261 -6.7088 -4.7150  O61 1.424, H62 1.086, H63 1.094, H64 1.094
61 O -3.2770 -7.2058 -3.5496  C60 1.424, H65 0.960
62 H -4.4082 -7.5471 -5.2104  C60 1.086
63 H -4.6862 -5.9691 -4.4463  C60 1.094
64 H -3.1995 -6.2607 -5.3993  C60 1.094
65 H -2.8494 -6.4678 -3.1081  O61 0.960
66 C -3.4490 -4.7718 0.5557  O67 1.421, H68 1.088, H69 1.095, H70 1.093
67 O -2.3040 -5.3883 -0.0167  C66 1.421, H71 0.961
68 H -3.6774 -5.2905 1.4844  C66 1.088
69 H -3.2574 -3.7158 0.7747  C66 1.095
70 H -4.3114 -4.8501 -0.1117  C66 1.093
71 H -2.1144 -4.9210 -0.8346  O67 0.961
72 C -4.7394 0.4941 -2.4934  O73 1.427, H74 1.087, H75 1.093, H76 1.092
73 O -5.1062 -0.3965 -1.4409  C72 1.427, H77 0.960
74 H -5.6123 1.0763 -2.7761  C72 1.087
75 H -3.9510 1.1708 -2.1552  C72 1.093
76 H -4.3933 -0.0692 -3.3627  C72 1.092
77 H -4.3249 -0.9025 -1.2048  O73 0.960
78 C -5.4940 1.7432 1.8712  O79 1.422, H80 1.087, H81 1.094, H82 1.093
79 O -5.0201 0.4910 1.3918  C78 1.422, H83 0.962
80 H -4.7706 2.1219 2.5892  C78 1.087
81 H -5.5908 2.4629 1.0528  C78 1.094
82 H -6.4608 1.6324 2.3699  C78 1.093
83 H -5.6519 0.1605 0.7466  O79 0.962

## Properties
lowest unoccupied orbital energy: 0.005 Ha
HOMO level: -0.3691 Ha
2S+1: 1
largest force on an atom: 2.98 eV/Å
E_tot: -2086.148841 Ha
total charge: 0


# 2
Entry from the OMol25 dataset: 9 unconnected molecules or ions with the total composition C17H51NO18S4 (ωB97M-V/def2-TZVPD).

Each atom is followed by the atoms it is bonded to, with distances in Å.
Element x y z (Å)
1 C 13.8509 10.9350 -12.3692  O2 1.398, H3 1.090, H4 1.090, H5 1.090
2 O 14.2125 11.6572 -13.5099  C1 1.398, H6 0.960
3 H 14.0702 9.8757 -12.5033  C1 1.090
4 H 14.3723 11.3602 -11.5117  C1 1.090
5 H 12.7642 11.0138 -12.3382  C1 1.090
6 H 14.7867 12.3710 -13.2231  O2 0.960
7 C 11.9924 14.8622 -17.2966  O8 1.394, H9 1.090, H10 1.090, H11 1.090
8 O 11.4992 13.9566 -16.3588  C7 1.394, H12 0.960
9 H 11.8992 15.9110 -17.0147  C7 1.090
10 H 13.0371 14.7299 -17.5779  C7 1.090
11 H 11.3293 14.7493 -18.1544  C7 1.090
12 H 12.0821 13.9179 -15.5970  O8 0.960
13 C 19.2228 9.7160 -12.1955  O14 1.429, H15 1.090, H16 1.090, H17 1.090
14 O 18.9098 11.0824 -11.9171  C13 1.429, H18 0.960
15 H 19.8928 9.3646 -11.4108  C13 1.090
16 H 18.3096 9.1212 -12.1753  C13 1.090
17 H 19.6820 9.6305 -13.1803  C13 1.090
18 H 18.5982 11.1523 -11.0118  O14 0.960
19 C 17.9050 12.8106 -16.6349  O20 1.436, H21 1.090, H22 1.090, H23 1.090
20 O 16.7838 12.2516 -17.3373  C19 1.436, H24 0.960
21 H 18.2252 13.7637 -17.0558  C19 1.090
22 H 17.8053 12.9180 -15.5548  C19 1.090
23 H 18.8419 12.2624 -16.7344  C19 1.090
24 H 16.0364 12.2009 -16.7369  O20 0.960
25 O 20.6765 22.3686 -23.0913  S26 1.440
26 S 21.8096 22.3841 -22.2036  O25 1.440, O27 1.489, O28 1.599, C31 1.833
27 O 22.1351 23.6371 -21.4679  S26 1.489
28 O 21.6114 21.2411 -21.1033  S26 1.599, C29 1.425
29 C 20.4686 20.3911 -21.1609  O28 1.425, C30 1.451, H32 1.090, H33 1.090
30 C 20.6625 19.3515 -20.1674  C29 1.451, H34 1.090, H35 1.090, H36 1.090
31 C 23.2528 21.6538 -23.0669  S26 1.833, H37 1.090, H38 1.090, H39 1.090
32 H 20.2962 20.0254 -22.1731  C29 1.090
33 H 19.5805 20.9452 -20.8572  C29 1.090
34 H 19.9234 18.5627 -20.3076  C30 1.090
35 H 20.4809 19.7765 -19.1802  C30 1.090
36 H 21.6931 18.9974 -20.1922  C30 1.090
37 H 23.6381 22.3480 -23.8138  C31 1.090
38 H 22.8567 20.7142 -23.4520  C31 1.090
39 H 24.0358 21.4995 -22.3245  C31 1.090
40 O 23.1876 9.7149 -22.1620  S41 1.459
41 S 21.9409 9.4195 -22.8601  O40 1.459, O42 1.447, O43 1.649, C46 1.986
42 O 21.0330 8.3774 -22.4318  S41 1.447
43 O 21.2133 10.8969 -22.9368  S41 1.649, C44 1.408
44 C 19.8059 10.9249 -22.8950  O43 1.408, C45 1.500, H47 1.090, H48 1.090
45 C 19.3699 12.3483 -22.7125  C44 1.500, H49 1.090, H50 1.090, H51 1.090
46 C 22.2010 9.2935 -24.8246  S41 1.986, H52 1.090, H53 1.090, H54 1.090
47 H 19.3548 10.3706 -22.0720  C44 1.090
48 H 19.4508 10.6153 -23.8780  C44 1.090
49 H 19.4142 12.5448 -21.6413  C45 1.090
50 H 18.3077 12.4827 -22.9170  C45 1.090
51 H 20.0351 13.0498 -23.2160  C45 1.090
52 H 22.8498 8.4798 -25.1485  C46 1.090
53 H 22.4427 10.2564 -25.2747  C46 1.090
54 H 21.2249 8.9921 -25.2048  C46 1.090
55 O 23.5912 4.9192 -14.4139  S56 1.440
56 S 22.1905 4.6608 -14.6249  O55 1.440, O57 1.489, O58 1.643, C61 1.864
57 O 21.3556 4.7388 -13.3940  S56 1.489
58 O 21.7028 5.7176 -15.7843  S56 1.643, C59 1.397
59 C 20.3307 5.7548 -16.0422  O58 1.397, C60 1.511, H62 1.090, H63 1.090
60 C 19.9539 6.9003 -16.9533  C59 1.511, H64 1.090, H65 1.090, H66 1.090
61 C 22.0770 3.0346 -15.5295  S56 1.864, H67 1.090, H68 1.090, H69 1.090
62 H 19.7007 5.7465 -15.1528  C59 1.090
63 H 20.0259 4.8663 -16.5950  C59 1.090
64 H 20.7382 7.5582 -17.3278  C60 1.090
65 H 19.1622 7.5776 -16.6330  C60 1.090
66 H 19.4639 6.5115 -17.8460  C60 1.090
67 H 22.4334 3.3277 -16.5170  C61 1.090
68 H 21.0548 2.6675 -15.4371  C61 1.090
69 H 22.7299 2.2568 -15.1335  C61 1.090
70 O 10.6398 7.6436 -15.7733  S71 1.481
71 S 11.4100 6.8149 -16.7288  O70 1.481, O72 1.459, O73 1.625, C76 1.831
72 O 11.2052 5.3721 -16.7993  S71 1.459
73 O 11.2346 7.4057 -18.2327  S71 1.625, C74 1.404
74 C 11.3342 8.7820 -18.4930  O73 1.404, C75 1.561, H77 1.090, H78 1.090
75 C 10.6422 9.0720 -19.8622  C74 1.561, H79 1.090, H80 1.090, H81 1.090
76 C 13.1590 7.2710 -16.4376  S71 1.831, H82 1.090, H83 1.090, H84 1.090
77 H 12.4017 8.9561 -18.6278  C74 1.090
78 H 11.0087 9.4556 -17.7002  C74 1.090
79 H 10.6481 10.1557 -19.9793  C75 1.090
80 H 9.6158 8.7073 -19.9024  C75 1.090
81 H 11.1342 8.6567 -20.7417  C75 1.090
82 H 13.4374 6.9864 -15.4229  C76 1.090
83 H 13.1751 8.3589 -16.3720  C76 1.090
84 H 13.7408 6.8326 -17.2484  C76 1.090
85 C 24.9283 10.7475 -15.9619  N86 1.498, H89 1.090, H90 1.090, H91 1.090
86 N 25.7486 11.8841 -16.4889  C85 1.498, O87 1.219, O88 1.224
87 O 25.2051 12.9498 -16.7250  N86 1.219
88 O 26.9200 11.6206 -16.7272  N86 1.224
89 H 25.2316 10.4120 -14.9701  C85 1.090
90 H 25.1596 9.9573 -16.6761  C85 1.090
91 H 23.8547 10.9269 -15.9034  C85 1.090

## Properties
energy relative to the best compared isomer or geometry (same formula, charge and spin): 85.70 kJ/mol
lowest unoccupied orbital energy: -0.005 Ha
HOMO level: -0.3874 Ha
2S+1: 1
largest force on an atom: 3.71 eV/Å
E_tot: -3679.790160 Ha
total charge: 0


Q: What is the total charge in the first record?
A: 0


Q: What is the formula in the second record?
A: C17H51NO18S4


Q: The highest lowest unoccupied orbital energy belongs to which entry?
A: C17H50N3O12P